No. 1
115
Properties=species:S:1:pos:R:3:lowdin_charge:R:1 method="wB97M-V/def2-TZVPD" multiplicity=1 charge=-1 e_tot_ev=-88685.2431
Ag -0.0681 0.0417 0.2189 0.57
C -4.5170 0.9541 -8.7296 -0.11
O -4.7091 1.8465 -7.6567 -0.09
C -4.1236 1.5178 -6.4623 -0.29
C -4.3584 2.3898 -5.4058 -0.01
C -3.7858 2.1589 -4.1681 -0.04
C -2.9577 1.0588 -3.9513 -0.22
C -2.7564 0.1819 -5.0148 -0.02
C -3.3299 0.3964 -6.2614 -0.02
C -2.1845 0.8252 -2.6903 -0.06
C -2.4308 -0.4052 -2.0445 -0.26
C -3.4983 -1.3154 -2.4274 -0.03
C -3.2602 -2.4816 -1.7835 -0.02
C -2.0527 -2.2841 -1.0005 -0.25
N -1.6391 -1.0014 -1.1241 0.06
C -1.3490 -3.3389 -0.3784 -0.07
C -0.1184 -3.2644 0.2997 -0.25
C 0.6326 -4.4313 0.7344 -0.02
C 1.8653 -3.9919 1.0747 -0.02
C 1.8712 -2.5547 0.8450 -0.25
C 3.0475 -1.7825 0.8074 -0.07
C 4.3289 -2.5619 0.8890 -0.24
C 5.0232 -2.8340 2.0617 -0.02
C 6.2378 -3.5024 2.0375 -0.01
C 6.7877 -3.9136 0.8306 -0.29
O 8.0126 -4.5257 0.8868 -0.09
C 8.6042 -4.8943 -0.3370 -0.11
C 6.0858 -3.6917 -0.3492 -0.02
C 4.8710 -3.0231 -0.3076 -0.02
C 3.1980 -0.4456 0.3801 -0.25
N 2.2184 0.3999 -0.0201 0.06
C 2.8121 1.4831 -0.5749 -0.26
C 2.1819 2.4780 -1.3532 -0.07
C 3.0850 3.4705 -2.0198 -0.23
C 3.0434 4.8373 -1.7584 -0.03
C 3.8285 5.7264 -2.4721 -0.01
C 4.6825 5.2657 -3.4664 -0.29
O 5.4145 6.2190 -4.1270 -0.09
C 6.3244 5.7651 -5.1031 -0.10
C 4.7480 3.9042 -3.7369 -0.02
C 3.9494 3.0265 -3.0164 -0.03
C 0.8541 2.4723 -1.8428 -0.26
C 0.4153 3.3093 -2.9484 -0.01
C -0.7862 2.8324 -3.3446 -0.01
C -1.1039 1.7127 -2.4712 -0.24
N -0.1154 1.5701 -1.5538 0.06
C 4.2523 1.3856 -0.3992 -0.02
C 4.4912 0.1855 0.1792 -0.02
N 0.6375 -2.1537 0.4608 0.06
C -1.7422 -4.7117 -0.8492 -0.23
C -2.5045 -5.6371 -0.1473 -0.03
C -2.8232 -6.8680 -0.7012 -0.01
C -2.3823 -7.2042 -1.9738 -0.29
O -2.7512 -8.4363 -2.4462 -0.09
C -2.2623 -8.8106 -3.7134 -0.11
C -1.6045 -6.2985 -2.6866 -0.02
C -1.2960 -5.0712 -2.1203 -0.01
H -5.0562 1.3759 -9.5748 0.09
H -4.9193 -0.0387 -8.5047 0.09
H -3.4583 0.8576 -8.9895 0.09
H -4.9858 3.2544 -5.5831 0.11
H -3.9762 2.8442 -3.3513 0.12
H -2.1151 -0.6765 -4.8622 0.13
H -3.1310 -0.3053 -7.0597 0.10
H -4.3112 -1.0838 -3.0973 0.10
H -3.8382 -3.3922 -1.8149 0.10
H 0.2502 -5.4397 0.7653 0.10
H 2.6986 -4.5679 1.4455 0.10
H 4.6117 -2.5134 3.0111 0.12
H 6.7770 -3.7011 2.9553 0.11
H 9.5708 -5.3262 -0.0869 0.09
H 8.7567 -4.0290 -0.9891 0.09
H 8.0059 -5.6413 -0.8674 0.09
H 6.4719 -4.0231 -1.3029 0.10
H 4.3260 -2.8468 -1.2268 0.13
H 2.3782 5.2062 -0.9869 0.12
H 3.7874 6.7908 -2.2774 0.11
H 6.8320 6.6500 -5.4804 0.09
H 5.8108 5.2636 -5.9291 0.09
H 7.0648 5.0820 -4.6757 0.09
H 5.3961 3.5128 -4.5082 0.10
H 3.9814 1.9679 -3.2401 0.13
H 0.9738 4.1197 -3.3868 0.10
H -1.3801 3.1788 -4.1727 0.10
H 4.9796 2.1208 -0.7024 0.10
H 5.4449 -0.2447 0.4406 0.10
H -2.8616 -5.3979 0.8470 0.12
H -3.4264 -7.5826 -0.1549 0.11
H -2.6364 -9.8151 -3.8973 0.09
H -1.1683 -8.8249 -3.7325 0.09
H -2.6251 -8.1431 -4.5009 0.09
H -1.2409 -6.5244 -3.6794 0.10
H -0.6906 -4.3648 -2.6749 0.13
C -0.2031 3.5431 4.5400 -0.21
N 0.7577 3.5812 3.4470 -0.16
C 0.3348 4.5969 2.4872 -0.20
N -1.0256 4.4089 1.9947 -0.16
C -1.9325 4.3430 3.1306 -0.21
N -1.5816 3.3184 4.1114 -0.16
C -1.7531 1.9753 3.5559 -0.33
P -0.6865 1.6201 2.0442 0.96
C 0.8891 2.2717 2.8061 -0.33
C -1.1233 3.2073 1.1651 -0.33
H -0.1682 4.5044 5.0617 0.12
H 0.0824 2.7541 5.2398 0.12
H 1.0223 4.5839 1.6386 0.12
H 0.3920 5.5750 2.9749 0.12
H -2.9443 4.1481 2.7678 0.12
H -1.9210 5.3123 3.6387 0.12
H -2.8032 1.8386 3.2827 0.08
H -1.5216 1.2404 4.3321 0.08
H 1.6395 2.3253 2.0124 0.07
H 1.2454 1.5493 3.5459 0.09
H -2.1417 3.1226 0.7750 0.09
H -0.4574 3.2993 0.3048 0.06

***

No. 2
69
Properties=species:S:1:pos:R:3:lowdin_charge:R:1 method="wB97M-V/def2-TZVPD" multiplicity=1 charge=-1 e_tot_ev=-102389.5278
C -0.4026 1.1951 -1.0777 -0.06
C -0.4973 1.4142 -2.5718 -0.30
C -1.7156 1.2742 -3.2332 -0.07
C -1.7870 1.4705 -4.6055 -0.08
C -0.6544 1.8012 -5.3638 -0.37
C -0.8012 2.0398 -6.8261 -0.33
Ga -1.4475 4.0075 -7.0546 0.18
C 0.5657 1.9320 -4.6949 -0.06
C 0.6345 1.7307 -3.3211 -0.07
H 0.2646 1.9107 -0.6013 0.08
H -1.3847 1.3413 -0.6329 0.03
H -0.0834 0.1747 -0.8947 0.05
H -2.6120 1.0111 -2.6868 0.09
H -2.7447 1.3825 -5.0973 0.10
H -1.5716 1.3677 -7.2006 0.03
H 0.1449 1.8654 -7.3357 0.03
H -0.2076 4.9623 -6.6401 -0.15
H -1.9159 4.3035 -8.5711 -0.17
H -2.6765 4.1662 -6.0136 -0.14
H 1.4481 2.2037 -5.2553 0.10
H 1.5772 1.8158 -2.7946 0.10
C 0.9558 0.2005 3.9854 0.01
C 0.4513 -0.0890 2.7883 0.04
C 1.2383 -0.8637 1.7951 -0.37
O 0.7811 -1.1296 0.7076 0.11
C 2.6019 -1.2949 2.1845 0.01
C 3.1053 -1.0051 3.3807 0.02
C 2.3203 -0.2359 4.3751 -0.40
O 2.7725 0.0237 5.4733 0.08
H 0.4030 0.7627 4.7279 0.12
H -0.5410 0.2192 2.4788 0.12
H 3.1511 -1.8521 1.4394 0.11
H 4.0984 -1.3105 3.6846 0.12
C 7.4328 -0.8140 -1.4669 0.02
C 6.5067 -0.2875 -0.6708 0.02
C 5.0666 -0.5949 -0.8598 -0.38
O 4.2195 -0.1175 -0.1369 0.10
C 4.6984 -1.5088 -1.9697 0.03
C 5.6258 -2.0345 -2.7659 0.02
C 7.0657 -1.7304 -2.5768 -0.39
O 7.9136 -2.2111 -3.2979 0.10
H 8.4883 -0.6046 -1.3487 0.12
H 6.7515 0.3824 0.1437 0.12
H 3.6418 -1.7142 -2.0894 0.13
H 5.3798 -2.7014 -3.5821 0.12
C -5.1229 0.0703 0.8849 0.02
C -6.3775 0.1061 0.4461 0.02
C -6.8319 1.1533 -0.5046 -0.39
O -7.9782 1.1833 -0.8991 0.10
C -5.8322 2.1554 -0.9486 0.03
C -4.5768 2.1213 -0.5085 0.03
C -4.1251 1.0770 0.4441 -0.38
O -2.9798 1.0444 0.8403 0.09
H -4.7694 -0.6838 1.5769 0.12
H -7.1224 -0.6165 0.7546 0.12
H -6.1819 2.9058 -1.6458 0.13
H -3.8303 2.8402 -0.8233 0.13
C 0.3136 -2.6676 6.6590 0.02
C -0.6369 -2.1213 7.4123 0.02
C -2.0707 -2.4302 7.1854 -0.39
O -2.9388 -1.9336 7.8705 0.10
C -2.4027 -3.3704 6.0849 0.02
C -1.4522 -3.9150 5.3302 0.02
C -0.0179 -3.6073 5.5590 -0.39
O 0.8494 -4.1039 4.8733 0.11
H 1.3651 -2.4531 6.8055 0.12
H -0.4157 -1.4318 8.2170 0.12
H -3.4542 -3.5808 5.9367 0.12
H -1.6723 -4.6008 4.5220 0.12

***

No. 3
87
Properties=species:S:1:pos:R:3:lowdin_charge:R:1 method="wB97M-V/def2-TZVPD" multiplicity=1 de_lowest_ev=3.174 charge=-1
In 1.0399 1.4220 2.0908 0.45
P -1.2754 -0.6097 0.0197 1.12
Cl -0.4289 2.8006 0.7944 0.14
C 0.1568 1.4539 3.9691 -0.30
H 0.8290 1.6178 4.8412 -0.12
H -0.1354 0.3816 4.1631 -0.12
C -1.5410 -0.1344 -1.7976 -0.43
C -2.8630 -0.4080 1.0087 -0.43
C -1.9447 1.3381 -1.9103 -0.23
H -0.5021 -0.2244 -2.1758 0.11
C -1.8518 1.8454 -3.3542 -0.19
H -2.9671 1.4872 -1.5277 0.10
H -1.2747 1.9397 -1.2795 0.02
C -2.5921 0.9417 -4.3461 -0.21
H -2.2563 2.8640 -3.3935 0.11
H -0.7887 1.9134 -3.6268 0.12
C -2.3191 -0.5535 -4.1374 -0.20
H -3.6708 1.1247 -4.2543 0.11
H -2.3079 1.2217 -5.3662 0.10
C -2.4458 -0.9988 -2.6746 -0.22
H -3.0025 -1.1488 -4.7547 0.10
H -1.2984 -0.7787 -4.4769 0.11
H -3.4895 -0.8916 -2.3419 0.10
H -2.1850 -2.0610 -2.5994 0.07
C -1.0478 -2.4660 -0.0544 -0.45
C -4.1619 -0.3691 0.1949 -0.22
H -2.9018 -1.3095 1.6457 0.10
C -5.3808 -0.2834 1.1234 -0.21
H -4.1656 0.4959 -0.4839 0.10
H -4.2656 -1.2655 -0.4357 0.09
C -5.2836 0.8949 2.0966 -0.21
H -6.2948 -0.2036 0.5217 0.10
H -5.4541 -1.2204 1.6921 0.11
C -3.9527 0.9381 2.8547 -0.20
H -5.4174 1.8321 1.5410 0.11
H -6.1090 0.8352 2.8142 0.10
C -2.7273 0.8030 1.9494 -0.27
H -3.8796 1.8692 3.4285 0.11
H -3.9302 0.1090 3.5738 0.11
H -2.6084 1.7161 1.3510 0.05
H -1.8074 0.7657 2.5642 0.04
C -0.0274 -2.8626 -1.1340 -0.22
H -0.5920 -2.6541 0.9378 0.11
C 0.3367 -4.3423 -1.0130 -0.20
H -0.4438 -2.6700 -2.1334 0.10
H 0.8807 -2.2540 -1.0528 0.08
C -0.9037 -5.2392 -1.0727 -0.21
H 1.0378 -4.6073 -1.8126 0.11
H 0.8567 -4.4971 -0.0577 0.11
C -2.0015 -4.8072 -0.0921 -0.20
H -1.3070 -5.2224 -2.0943 0.11
H -0.6148 -6.2745 -0.8611 0.10
C -2.3246 -3.3079 -0.1554 -0.22
H -2.9190 -5.3771 -0.2804 0.10
H -1.6796 -5.0402 0.9320 0.11
H -2.8423 -3.0888 -1.1009 0.10
H -3.0255 -3.0600 0.6528 0.10
C 2.3794 -0.1129 -0.2539 -0.06
C 2.6075 0.7777 0.6901 -0.35
H 1.4937 -0.7608 -0.2094 0.07
C 3.3277 0.0771 1.8844 -0.22
H 3.3284 1.5159 0.3174 0.08
C 4.6799 -0.5233 1.3984 -0.16
H 3.5416 0.7683 2.7273 0.10
H 2.6441 -0.7470 2.2132 0.11
C 4.6090 -1.1761 -0.0335 -0.16
H 5.4214 0.3037 1.3823 0.11
H 5.0144 -1.2875 2.1241 0.11
C 3.6250 -0.4723 -0.9993 -0.15
H 5.6198 -1.2386 -0.4554 0.11
H 4.3214 -2.2302 0.0904 0.10
H 4.0767 0.4874 -1.3112 0.13
H 3.4596 -1.0114 -1.9317 0.11
Br 2.1083 4.5748 2.4987 0.84
C 3.7965 4.1424 1.7608 -0.60
C 4.9110 4.1503 2.5989 -0.13
C 6.1508 3.7657 2.1003 -0.11
C 6.2732 3.3763 0.7704 -0.11
C 5.1591 3.3889 -0.0734 -0.04
C 3.9167 3.8144 0.4151 -0.19
C 2.7068 3.8632 -0.5266 -0.72
O 2.5421 4.9745 -1.0658 -0.01
O 2.0638 2.7916 -0.6523 -0.13
H 4.7819 4.4493 3.6299 0.09
H 7.0176 3.7650 2.7561 0.09
H 7.2435 3.0748 0.3721 0.09
H 5.2510 3.1189 -1.1269 0.12

***

No. 4
14
Properties=species:S:1:pos:R:3:lowdin_charge:R:1 method="wB97M-V/def2-TZVPD" multiplicity=1 de_lowest_ev=1.117 smiles=C1C[C@@H]2O[C@@H]2C1
C 0.3247 -1.0913 -0.3981 -0.17
C -1.1082 -0.5522 -0.2780 -0.14
C -0.9595 0.6415 0.6332 -0.26
O -0.0458 0.5394 1.7233 0.00
C 0.4074 1.1326 0.5079 -0.26
C 1.2344 0.1578 -0.3087 -0.13
H 0.4866 -1.6634 -1.3161 0.11
H 0.5232 -1.7514 0.4501 0.11
H -1.4420 -0.1398 -1.2412 0.12
H -1.8417 -1.2958 0.0439 0.11
H -1.7924 1.3133 0.8253 0.14
H 0.5661 2.2071 0.4920 0.14
H 1.4515 0.5844 -1.2949 0.11
H 2.1957 -0.0820 0.1614 0.11